The following is a quantum chemistry calculation of a single C7H8N4O2 molecule at a distorted geometry, from OMol25.

XYZ file:
```
21
Properties=species:S:1:pos:R:3:forces:R:3:lowdin_charge:R:1
C 3.0758 0.1579 1.1255 1.38 -2.63 0.42 0.003
C 2.0219 -0.3650 0.5180 -0.44 0.84 0.24 -0.188
N 0.8866 0.2567 0.0231 -0.92 0.24 -0.01 -0.036
N 0.4611 1.5668 0.3964 -0.09 1.80 1.52 0.070
C -0.9172 1.6560 0.4218 2.27 0.02 -1.40 0.044
C -1.4100 0.5343 -0.1328 0.44 -0.15 1.11 -0.165
N -2.7406 0.1920 0.0379 -1.12 0.92 -0.29 -0.377
O -3.4755 1.1552 0.1869 -1.01 0.22 0.23 0.057
O -3.0964 -0.9639 0.0388 -0.12 -0.48 -0.28 0.094
C -0.3712 -0.5139 -0.3527 1.60 2.14 -1.52 -0.408
C -0.3337 -0.8470 -1.8346 -3.72 -2.01 -1.31 0.011
C -0.6166 -1.6168 0.4719 0.37 -0.72 0.31 -0.201
N -0.8200 -2.5128 1.1291 -0.15 -1.84 1.40 0.229
H 3.8844 -0.6044 1.4486 -1.40 1.70 -0.60 0.091
H 3.2048 1.1752 1.3233 0.26 1.36 0.36 0.015
H 2.0126 -1.4080 0.3460 -0.23 -0.97 -0.26 0.106
H 1.0302 2.2482 0.9779 -0.65 -1.86 -1.13 0.182
H -1.4238 2.6008 0.6004 0.15 -0.41 0.40 0.152
H 0.0629 -0.0276 -2.3588 0.81 0.96 -0.64 0.066
H -1.5034 -0.8480 -2.1605 2.67 -0.29 0.59 0.146
H 0.0680 -1.8358 -2.2065 -0.11 1.14 0.88 0.109
```
Forces are in eV/Å.

Frontier orbital gap ... 8.09 eV
E_tot ... -17437.3273 eV
Charge ... 0
SMILES ... C=CN1NC=C([N+](=O)[O-])[C@]1(C)C#N
Relative energy (zero: lowest compared OMol25 entry of this formula, charge and spin) ... 166.1 kcal per mole
LUMO energy ... -0.41 eV